1.
This record from the OMol25 dataset describes a gas-phase ion, CH3BrNO2S (charge -1). The level of theory is ωB97M-V/def2-TZVPD.

ORCA input file:
```
! RIJCOSX wB97M-V def2-TZVPD def2/J DEFGRID3
* xyz -1 1
H -0.090 -1.471 0.408
O 1.419 0.343 2.030
H 0.415 1.209 -0.224
N -0.398 0.600 -0.231
H -1.162 1.184 -0.255
O -0.363 -0.846 3.175
S -0.008 0.002 2.069
C -0.721 -0.513 0.451
Br -0.900 1.973 2.660
*
```

Properties
* strongest force on any atom: 4.49 eV/A
* orbital gap: 7.0 eV
* energy above the lowest of the compared OMol25 structures with the same formula, charge and spin: 207.6 kJ/mol
* structure (SMILES): NC=[S@@](=O)([O-])Br
* electronic energy: -87547.46925 eV

---

2.
This record from the OMol25 dataset describes a molecular structure, C8H17N2O. The level of theory is ωB97M-V/def2-TZVPD.

ORCA input file:
```
! RIJCOSX wB97M-V def2-TZVPD def2/J DEFGRID3
* xyz 1 1
H -3.065 1.056 -0.645
N 1.015 -0.356 0.548
C -1.163 0.538 1.242
H -2.157 -0.305 -2.393
H 3.858 -1.796 0.031
H 4.001 -0.579 1.269
H -2.005 -1.370 0.986
C -2.840 -0.066 -0.474
O 0.757 2.043 0.231
H -3.784 -0.600 -0.665
H -1.465 -1.557 -1.096
N 2.550 0.402 -0.962
C -0.095 0.454 0.110
H -3.245 -0.180 1.828
H 2.884 -1.949 1.480
H 0.994 -0.888 1.374
H -0.777 0.592 2.226
C -1.754 -0.566 -1.368
H -0.847 1.391 -1.625
C -2.419 -0.350 0.984
C 2.206 -0.365 0.049
C 3.266 -1.212 0.741
H 1.815 1.122 -1.142
H -1.572 1.609 0.997
H 0.811 2.074 1.131
C -0.563 0.418 -1.303
H 0.258 -0.017 -1.976
H 3.337 0.456 -1.580
*
```

Properties
* strongest force on any atom: 5.79 eV/A
* orbital gap: 10.8 eV
* energy above the lowest of the compared OMol25 structures with the same formula, charge and spin: 109.3 kJ/mol
* electronic energy: -13591.83583 eV

---

3.
This record from the OMol25 dataset describes a molecular structure, C25H32N3O4ReS4Sb. The level of theory is ωB97M-V/def2-TZVPD.

ORCA input file:
```
! RIJCOSX wB97M-V def2-TZVPD def2/J DEFGRID3
* xyz 1 3
C -1.107 0.026 -2.977
H 2.667 -0.812 -2.569
H 1.833 -1.150 2.083
C 0.635 -5.074 0.260
H -1.373 -2.590 -0.814
H 4.366 -2.046 1.007
C 2.454 5.719 -1.516
N 0.338 -2.296 0.283
C -3.696 5.314 -1.479
H 0.661 -1.153 -4.087
C 0.705 -1.522 -3.061
S -0.109 3.200 0.307
H 0.136 -2.450 -3.018
H -1.528 0.787 -2.328
H -1.763 -1.772 -4.012
C -3.165 4.219 -2.144
H -1.196 -5.052 -0.880
C -1.487 4.032 -0.460
C -2.010 5.122 0.223
H -2.939 -0.468 -3.919
H 1.739 4.405 2.056
C 3.432 -0.530 0.073
H -0.038 0.609 3.904
C 3.227 6.153 -0.441
H -2.618 -1.430 -2.483
C -2.050 3.564 -1.630
N 0.287 1.880 -0.531
O 0.024 -0.533 -2.243
H 0.820 2.110 -1.365
O -1.220 1.592 2.592
O 0.381 0.140 2.014
H -4.571 5.814 -1.874
C -2.155 -0.988 -3.364
C 2.337 -2.023 1.693
H 2.212 -2.312 -1.733
O 2.379 0.081 -0.191
Sb -3.533 1.188 2.847
H 4.970 -0.821 -1.365
S -2.854 -0.971 1.776
H 2.378 -4.689 1.456
C 1.538 -4.263 0.922
H 5.533 -0.075 0.138
H 2.613 -2.346 -3.452
H -3.543 6.610 0.229
C 1.422 4.823 -1.308
C -0.438 -4.473 -0.370
C 1.363 -2.889 0.937
H -1.634 2.695 -2.121
S -2.166 -0.237 -0.033
S -4.132 2.496 1.189
H 4.578 0.873 -1.026
C 2.135 -1.756 -2.668
C -0.548 -3.099 -0.341
C -3.118 5.766 -0.297
H 4.023 6.868 -0.608
H 3.576 6.033 1.673
C 1.185 4.358 -0.018
H 0.793 4.509 -2.135
C 4.713 -0.107 -0.579
Re 0.160 -0.153 -0.026
C 2.976 5.688 0.841
C 1.947 4.780 1.061
N 3.480 -1.581 0.894
H -1.567 5.457 1.156
C -0.317 0.801 2.862
H 2.725 -2.581 2.543
H 0.758 -6.150 0.253
H -0.694 0.511 -3.865
H 2.649 6.095 -2.512
H -3.625 3.863 -3.057
*
```

Properties
* strongest force on any atom: 0.58 eV/A
* orbital gap (alpha / beta): 6.7 / 6.4 eV
* electronic energy: -91109.41893 eV
* ⟨S²⟩: 2.012

---

4.
This record from the OMol25 dataset describes a molecular structure, C41H57BN13S5Sc. The level of theory is ωB97M-V/def2-TZVPD.

ORCA input file:
```
! RIJCOSX wB97M-V def2-TZVPD def2/J DEFGRID3
* xyz 0 1
C 0.265 -2.091 6.209
C 3.152 2.329 -3.763
H -2.427 3.408 -2.963
C -0.102 0.404 4.881
H 2.915 3.745 -2.126
C -2.873 3.671 -0.830
H 0.522 -5.591 -1.882
N -3.753 -2.322 1.029
H -1.025 -4.003 -4.966
H -3.836 -0.695 -2.332
C -3.282 3.215 1.558
C -0.276 -1.001 6.863
H -1.534 4.385 2.028
N -2.063 1.784 -1.615
C -2.933 -1.274 -2.416
C 3.880 1.297 -2.905
H 3.255 3.048 -5.818
H -2.520 1.069 -3.647
H 1.176 -3.945 -1.958
H -2.316 -5.295 -1.714
C 5.119 3.769 0.969
C -0.454 0.225 6.207
C 0.276 -4.531 -1.790
H 2.897 -1.617 -1.330
N -3.379 -2.338 3.192
C -2.753 -2.605 -2.407
C -0.802 -4.182 -2.819
Sc 0.903 0.653 1.113
C 0.610 -1.905 4.877
H -5.018 4.161 0.620
H 5.716 -0.821 -0.523
H 1.051 -3.556 1.288
H 7.188 3.920 0.397
C -2.610 4.533 1.940
H 3.433 1.272 -1.913
N 3.152 0.619 0.665
H -3.568 1.270 2.488
H -5.700 -1.522 1.173
S -1.558 -3.699 1.727
H 4.300 4.050 -3.185
N 1.726 1.910 -3.884
H -2.711 -5.043 -3.435
H 4.935 1.566 -2.815
N 1.140 -2.766 3.931
H -2.998 4.859 2.905
H -3.475 2.655 3.591
C 6.456 1.943 0.090
C -0.107 1.101 -4.781
H 2.713 -3.148 1.696
C 3.764 -0.413 0.150
H 7.387 1.550 -0.297
H -0.096 -4.346 -0.783
H 4.807 2.724 -5.046
H 0.201 -5.172 -4.443
H 1.326 -3.746 4.050
H -3.522 -3.106 5.131
C -4.694 -1.333 1.545
C 0.433 -0.691 4.208
H 3.050 3.348 1.477
C 3.062 -1.668 -0.251
H -5.250 2.459 1.047
H -0.193 1.354 4.371
H -4.382 -0.329 1.251
H -3.339 -2.165 0.120
H -0.870 1.059 6.757
S -1.736 0.173 0.538
S 0.931 -1.391 -2.692
H -1.469 -6.202 -2.969
N -2.728 2.783 0.220
C -0.233 -4.193 -4.238
C 4.108 1.645 0.709
B -1.662 0.869 -2.816
C 0.810 1.784 -2.878
C 6.331 3.264 0.478
N -0.321 1.296 -3.435
H 1.669 1.455 -6.003
H 3.793 0.306 -3.358
C 3.784 2.364 -5.153
C 3.993 2.977 1.094
H -2.807 5.325 1.215
C 1.150 1.472 -5.066
H -2.458 -1.689 4.951
C -2.471 3.054 -1.949
C -2.796 -2.614 4.478
H -5.241 3.701 2.311
S 1.055 2.204 -1.239
C -1.906 -5.234 -2.724
H 0.540 -3.436 -4.353
C -4.790 3.397 1.365
H -4.497 -0.608 3.613
H -1.943 -3.271 4.333
C 1.239 -2.084 2.769
C -4.591 -1.544 3.061
H -3.475 -3.391 -2.301
H -0.876 0.702 -5.419
C 5.319 1.155 0.212
H -0.566 -1.097 7.902
C -0.750 -1.626 -2.612
H 3.824 1.374 -5.610
S 0.787 2.572 2.372
C -2.205 1.620 -0.282
H 5.061 4.812 1.253
C -3.061 2.213 2.681
H 1.068 -1.993 -0.304
N 1.768 -1.773 0.407
H -3.240 4.670 -0.693
H 0.409 -3.042 6.706
H 2.658 4.437 -3.733
N 5.066 -0.166 -0.126
H 3.697 -2.540 -0.059
H -2.003 2.028 2.830
N -1.702 -0.664 -2.547
H -5.448 -2.097 3.458
C 3.257 3.730 -3.156
C -2.918 -2.760 2.006
C 1.721 -2.724 1.512
N 0.857 -0.839 2.877
N -1.391 -2.838 -2.541
*
```

Properties
* strongest force on any atom: 1.08 eV/A
* orbital gap: 6.6 eV
* energy above the lowest of the compared OMol25 structures with the same formula, charge and spin: 0.0 kJ/mol
* electronic energy: -138378.00667 eV

---

5.
This record from the OMol25 dataset describes a gas-phase ion, C2H6N2O (charge +1). The level of theory is ωB97M-V/def2-TZVPD.

ORCA input file:
```
! RIJCOSX wB97M-V def2-TZVPD def2/J DEFGRID3
* xyz 1 2
H -1.412 -0.858 1.081
H -1.384 1.528 0.267
H -0.739 0.984 -1.204
H 0.720 0.007 1.596
N -1.259 0.733 -0.358
C 1.500 -0.144 -0.328
C -0.843 -0.508 0.230
H -0.814 -1.296 -0.511
O 1.259 -0.325 -1.482
H 2.491 0.069 0.080
N 0.482 -0.190 0.628
*
```

Properties
* strongest force on any atom: 1.42 eV/A
* orbital gap (alpha / beta): 12.5 / 7.3 eV
* energy above the lowest of the compared OMol25 structures with the same formula, charge and spin: 32.5 kJ/mol
* electronic energy: -7189.97550 eV
* ⟨S²⟩: 0.758

---

6.
This record from the OMol25 dataset describes a molecular structure, C12H16O5PS4Tl. The level of theory is ωB97M-V/def2-TZVPD.

ORCA input file:
```
! RIJCOSX wB97M-V def2-TZVPD def2/J DEFGRID3
* xyz 0 1
H -1.780 1.701 0.483
C 0.016 2.312 -0.533
C -1.939 3.706 -0.321
P 0.823 0.721 -0.222
S 4.250 -1.568 2.306
C -1.291 2.503 -0.076
H -1.491 -3.667 -0.800
O 0.567 -3.576 1.666
H -2.548 -0.879 -0.427
H 2.658 1.813 0.894
C 0.682 3.352 -1.180
O -3.894 -0.683 1.664
H 0.156 -3.093 -1.111
H -2.963 3.909 0.004
H 3.122 0.226 0.247
O -1.842 -0.843 2.579
O -0.898 -1.942 0.242
S 2.986 -2.766 -0.420
C 2.606 1.174 0.007
H 3.083 1.681 -0.836
H 1.213 0.637 -2.666
S 3.947 -3.455 2.514
H -2.947 -2.474 0.204
H -1.773 5.695 -1.193
H 1.426 -0.940 -1.842
Tl 0.877 -1.240 2.298
C -0.615 -3.213 -0.342
H -4.071 -0.321 2.546
C -1.281 4.734 -0.985
C -2.588 -1.029 1.651
O -0.214 -5.357 0.548
S 3.126 -4.144 0.894
H 0.558 5.367 -1.901
C -0.042 -4.153 0.726
C 0.811 -0.036 -1.903
H -0.222 -0.316 -2.128
C 0.044 4.564 -1.400
C -2.254 -1.621 0.317
H 1.701 3.222 -1.503
*
```

Properties
* strongest force on any atom: 1.78 eV/A
* orbital gap (alpha / beta): 6.3 / 6.4 eV
* energy above the lowest of the compared OMol25 structures with the same formula, charge and spin: 156.2 kJ/mol
* electronic energy: -80264.50635 eV

---

7.
This record from the OMol25 dataset describes a gas-phase ion, C3H7N3O2PS (charge -1). The level of theory is ωB97M-V/def2-TZVPD.

ORCA input file:
```
! RIJCOSX wB97M-V def2-TZVPD def2/J DEFGRID3
* xyz -1 1
C -1.735 -1.963 0.664
O -1.781 1.250 -1.616
N 0.418 -1.134 -0.430
H 3.927 0.813 0.444
H -1.182 -2.821 0.938
H 2.575 1.512 1.032
H -0.997 1.048 -2.105
N 1.197 -0.226 -0.278
H -2.718 -2.293 0.433
C -1.261 -1.126 -0.389
H -1.882 -1.281 1.460
P -1.698 0.612 -0.120
C 2.995 1.224 0.065
O -3.068 0.672 0.434
H 3.101 1.936 -0.785
N 2.300 0.170 -0.597
S -0.190 1.607 0.852
*
```

Properties
* strongest force on any atom: 6.51 eV/A
* orbital gap (alpha / beta): 6.5 / 6.5 eV
* energy above the lowest of the compared OMol25 structures with the same formula, charge and spin: 161.5 kJ/mol
* structure (SMILES): C/N=N/N=C(/C)[P@]([O-])(O)=S
* electronic energy: -31911.78209 eV

---

8.
This record from the OMol25 dataset describes a single C4H6N2O2 molecule. The level of theory is ωB97M-V/def2-TZVPD.

ORCA input file:
```
! RIJCOSX wB97M-V def2-TZVPD def2/J DEFGRID3
* xyz 0 1
C -0.282 -0.901 0.287
O 0.877 -1.272 -0.107
H -2.460 -0.684 0.703
H -0.366 1.614 0.921
H 2.045 1.522 0.258
C -0.820 0.284 -0.459
N 1.247 0.829 -0.112
H -2.524 -1.064 -0.977
C -1.809 -0.764 -0.098
C 1.850 -0.342 -0.074
H -0.257 -0.404 1.241
H -0.483 0.217 -1.382
N -0.026 1.509 -0.045
O 3.007 -0.544 -0.157
*
```

Properties
* strongest force on any atom: 10.03 eV/A
* orbital gap: 9.9 eV
* energy above the lowest of the compared OMol25 structures with the same formula, charge and spin: 642.5 kJ/mol
* structure (SMILES): O=C1NN[C@@H]2C[C@H]2O1
* electronic energy: -11314.38243 eV

---

9.
This record from the OMol25 dataset describes a single C4H5N3 molecule. The level of theory is ωB97M-V/def2-TZVPD.

ORCA input file:
```
! RIJCOSX wB97M-V def2-TZVPD def2/J DEFGRID3
* xyz 0 1
N -0.099 -1.358 -0.036
C -0.442 1.171 -0.058
N 1.591 0.080 -0.143
H -1.107 1.624 -0.852
C 2.551 0.923 0.278
H -2.005 -0.747 -0.293
N 0.313 -0.003 -0.247
C -1.308 -1.560 -0.069
H -1.040 0.920 0.848
H 0.336 1.912 0.169
C 2.812 -0.501 0.024
H -1.602 -2.461 0.379
*
```

Properties
* strongest force on any atom: 3.83 eV/A
* orbital gap: 10.1 eV
* energy above the lowest of the compared OMol25 structures with the same formula, charge and spin: 836.6 kJ/mol
* structure (SMILES): C=NN(C)N1C#C1
* electronic energy: -8691.14188 eV

---

10.
This record from the OMol25 dataset describes 3 unconnected molecules or ions with the total composition C4H9N3O2. The level of theory is ωB97M-V/def2-TZVPD.

ORCA input file:
```
! RIJCOSX wB97M-V def2-TZVPD def2/J DEFGRID3
* xyz 0 1
H -1.156 -3.159 0.307
H -0.500 -0.213 -1.949
C -0.720 0.391 -1.076
H -0.678 3.029 0.631
H 1.215 -2.669 0.251
N -1.282 -2.170 0.126
O 2.308 0.569 0.177
N 0.968 -1.700 0.071
C 1.580 1.562 0.040
H 0.159 0.408 1.569
N -0.660 2.277 1.326
O 1.598 2.608 -0.552
H 1.732 -0.889 0.122
C -0.275 -1.306 0.022
H -0.384 1.375 -1.380
C 0.088 1.335 0.992
H -2.231 -1.836 0.104
H -1.761 0.388 -0.780
*
```

Properties
* strongest force on any atom: 3.16 eV/A
* orbital gap: 7.0 eV
* energy above the lowest of the compared OMol25 structures with the same formula, charge and spin: 490.0 kJ/mol
* electronic energy: -12854.84898 eV

---

11.
This record from the OMol25 dataset describes a molecular structure, C42H27BiClF10I2N9O2. The level of theory is ωB97M-V/def2-TZVPD.

ORCA input file:
```
! RIJCOSX wB97M-V def2-TZVPD def2/J DEFGRID3
* xyz 0 1
F 4.416 -11.516 -16.790
N 2.084 -7.563 -15.288
C 0.831 -13.231 -16.226
C -0.493 -13.223 -15.681
H -1.035 -9.951 -15.566
H -5.270 -14.184 -14.643
H 3.619 -12.012 -23.001
H 2.175 -10.464 -21.772
F -1.183 -12.647 -19.288
C 3.178 -12.310 -22.047
C -1.809 -10.438 -18.891
C -0.514 -10.840 -15.806
C 0.437 -10.991 -19.941
N 2.903 -14.584 -16.578
H 3.975 -10.019 -20.865
Bi 2.951 -12.838 -18.784
I -4.362 -13.915 -21.317
C 1.750 -16.572 -20.594
O 1.083 -14.800 -19.169
H -2.860 -14.174 -14.577
C 2.059 -15.360 -19.773
C 5.330 -12.494 -16.409
I -6.173 -15.611 -20.327
F 8.969 -14.455 -15.795
C 4.808 -10.797 -20.849
C 0.755 -9.530 -19.852
H 4.606 -15.745 -16.680
N 1.388 -11.874 -20.341
H 2.930 -13.375 -22.008
H 3.315 -17.880 -16.234
C 3.504 -15.742 -16.610
Cl 0.684 -20.425 -22.390
F 7.890 -12.858 -13.824
H -0.947 -18.324 -21.714
C -4.738 -13.218 -14.842
C 1.091 -18.932 -21.791
F -2.071 -8.284 -17.895
H -0.964 -14.122 -15.337
F 2.019 -9.155 -20.112
C -2.641 -12.025 -15.177
C -0.909 -11.332 -19.452
C 7.058 -14.030 -17.075
O 3.284 -14.871 -19.842
N 2.518 -9.498 -17.246
C -3.338 -13.233 -14.811
C 1.453 -8.708 -15.278
F 0.147 -7.390 -18.920
N 4.183 -12.172 -20.915
C 0.080 -18.028 -21.471
C 0.781 -10.930 -16.310
N 1.446 -12.028 -16.593
H -2.954 -9.902 -15.544
C 5.850 -13.284 -17.464
H 3.601 -6.518 -16.167
C 2.435 -18.578 -21.747
C -1.371 -9.131 -18.691
H -0.437 -16.425 -20.139
F 7.490 -14.794 -18.120
H 5.393 -10.656 -21.743
H 3.085 -19.226 -22.272
F 5.282 -11.716 -14.185
C 7.139 -13.092 -14.909
C 2.778 -17.424 -21.032
C -1.157 -12.003 -15.479
H 1.117 -11.527 -22.375
N -5.508 -12.140 -14.971
C -3.474 -10.867 -15.400
H 4.863 -14.135 -21.565
N 1.499 -16.854 -15.920
C 7.728 -13.899 -15.955
N 5.274 -13.269 -18.632
H 5.424 -10.725 -19.949
H 5.991 -12.693 -21.759
H -0.333 -15.816 -15.913
C 0.359 -16.931 -20.743
F -2.986 -10.871 -18.430
C 2.778 -16.895 -16.313
C 1.924 -11.537 -21.694
H 4.162 -8.383 -17.915
C 1.622 -9.656 -16.280
C 5.913 -12.434 -15.168
C 1.507 -14.550 -16.332
C -0.157 -8.683 -19.198
C 3.357 -8.439 -17.185
C 0.827 -15.720 -16.039
H 7.113 -12.903 -19.729
C 6.084 -13.495 -19.818
C -4.832 -11.061 -15.330
H -5.512 -10.264 -15.588
H 0.742 -8.846 -14.441
H 3.868 -17.259 -20.854
H 6.354 -14.531 -19.924
C 3.063 -7.486 -16.177
C 5.290 -13.191 -21.065
*
```

Properties
* strongest force on any atom: 5.48 eV/A
* orbital gap: 5.8 eV
* energy above the lowest of the compared OMol25 structures with the same formula, charge and spin: 135.0 kJ/mol
* electronic energy: -123230.99549 eV